Density functional theory data (wB97M-V/def2-TZVPD) for a single C4H9NO molecule at a distorted geometry.

The geometry in XYZ format:
```
15
C4H9NO | the OMol25 dataset | wB97M-V/def2-TZVPD
C -1.486 0.089 -0.826
C -0.330 0.338 0.078
C 0.874 1.122 -0.619
C 0.137 -1.138 0.523
N 1.137 -1.098 1.490
O -0.350 -2.187 0.103
H -1.993 -0.811 -0.325
H -1.258 -0.229 -1.812
H -2.060 0.977 -1.079
H -0.618 1.021 0.941
H 1.862 0.705 -0.727
H 0.508 1.235 -1.674
H 1.053 2.171 0.027
H 1.209 -0.152 1.897
H 1.315 -2.042 2.003
```

Values from the calculation:
- frontier orbital gap (eV) = 10.6
- energy (Eh) = -287.77597
- strongest force on any atom (eV Å⁻¹) = 3.46
- structure (SMILES) = CC(C)C(N)=O
- energy relative to the best compared isomer or geometry (same formula, charge and spin) (kcal per mole) = 35.44
- lowest unoccupied orbital energy (Ha) = 0.0296